{"formula": "C19H19N3O3S2", "method": "wB97M-V/def2-TZVPD", "elements": ["C", "C", "O", "N", "C", "C", "C", "C", "C", "C", "H", "H", "N", "C", "S", "C", "H", "C", "O", "N", "H", "C", "H", "H", "C", "O", "C", "C", "C", "C", "C", "C", "H", "H", "H", "H", "H", "H", "H", "H", "S", "H", "H", "H", "H", "H"], "positions_angstrom": [[1.561, -3.998, -5.012], [0.733, -2.854, -4.467], [0.347, -1.930, -5.141], [0.481, -2.994, -3.128], [-0.237, -2.154, -2.276], [-0.824, -0.973, -2.718], [-1.507, -0.205, -1.794], [-1.618, -0.586, -0.441], [-1.026, -1.771, -0.015], [-0.346, -2.539, -0.931], [0.121, -3.458, -0.609], [-1.105, -2.068, 1.018], [-2.308, 0.293, 0.344], [-2.726, 1.310, -0.328], [-3.628, 2.632, 0.329], [-3.963, 2.047, 2.027], [-4.837, 2.611, 2.350], [-2.800, 2.334, 2.976], [-2.836, 3.229, 3.790], [-1.771, 1.482, 2.822], [-1.810, 0.821, 2.046], [-0.539, 1.645, 3.555], [-0.790, 1.854, 4.597], [0.020, 0.709, 3.503], [0.341, 2.790, 2.998], [1.697, 2.426, 2.899], [2.110, 1.620, 1.879], [1.311, 1.151, 0.843], [1.864, 0.364, -0.154], [3.202, 0.021, -0.125], [4.000, 0.479, 0.914], [3.462, 1.271, 1.905], [4.068, 1.644, 2.716], [5.047, 0.219, 0.947], [3.623, -0.593, -0.906], [1.237, 0.020, -0.962], [0.262, 1.396, 0.791], [-0.050, 3.125, 2.029], [0.328, 3.644, 3.678], [-4.186, 0.983, 1.967], [-2.319, 1.319, -2.045], [-0.743, -0.670, -3.747], [0.862, -3.816, -2.679], [1.039, -4.942, -4.868], [1.729, -3.841, -6.073], [2.521, -4.045, -4.501]], "forces_ev_per_angstrom": [[-0.0379, 0.1502, -0.2078], [0.2693, -0.4788, 0.0648], [-0.1217, 0.2773, -0.1735], [0.1387, -0.3381, 0.2301], [-0.2587, 0.3982, 0.1114], [0.0853, -0.0131, -0.2214], [-0.0643, -0.0810, 0.5629], [0.3072, -0.1995, -0.9949], [-0.0481, 0.0917, -0.1462], [-0.0018, 0.0120, -0.0501], [0.0624, -0.1055, 0.0338], [0.0059, -0.0505, 0.1315], [-0.4368, 0.3049, 0.3195], [0.1124, -0.1474, -0.2635], [-0.2350, 0.3127, 0.2078], [0.1332, 0.1595, -0.2607], [0.0750, -0.0552, 0.0082], [-0.2166, -0.5100, -0.3781], [-0.0157, 0.4663, 0.3079], [0.2332, -0.2468, 0.0074], [-0.1050, 0.1472, 0.2157], [0.1102, 0.3120, 0.0195], [0.1073, -0.0885, -0.0648], [-0.0283, 0.0623, 0.0208], [-0.4285, 0.0405, 0.0803], [0.4506, -0.1436, -0.0493], [0.1548, -0.0393, -0.0024], [-0.2120, 0.2143, 0.2485], [0.1403, -0.0925, -0.0708], [-0.0340, -0.0870, -0.1683], [-0.0127, 0.0326, 0.0533], [-0.1232, 0.0909, 0.1115], [0.0754, 0.0432, 0.1005], [0.0930, -0.0109, 0.0160], [0.0403, -0.0542, -0.0749], [-0.0861, -0.0431, -0.0760], [-0.1594, 0.0700, 0.0295], [0.0280, -0.0364, 0.0773], [-0.0197, -0.0844, -0.1123], [-0.0583, 0.0026, 0.0413], [0.0132, -0.2408, 0.4794], [0.0421, -0.0452, -0.0634], [-0.0307, 0.1302, -0.1827], [-0.0053, -0.0953, 0.0245], [-0.0124, 0.0153, 0.0131], [0.0745, -0.0467, 0.0444]], "nbo_charge": [-0.7139, 0.6874, -0.5950, -0.6042, 0.1584, -0.2939, -0.1183, 0.0619, -0.1875, -0.2323, 0.2103, 0.2299, -0.5288, -0.0864, 0.3333, -0.6116, 0.2592, 0.6587, -0.6210, -0.6432, 0.4351, -0.2579, 0.2232, 0.2142, -0.0777, -0.5094, 0.3856, -0.3474, -0.1764, -0.2541, -0.1932, -0.2743, 0.2200, 0.2127, 0.2095, 0.2129, 0.2127, 0.1769, 0.2083, 0.2510, 0.3973, 0.2690, 0.3973, 0.2279, 0.2456, 0.2282], "total_charge": 0, "mol_weight_g_mol": 401.5, "orbital_gap_ev": 8.71, "lumo_energy_ev": 0.37, "smiles": "CC(=O)Nc1ccc2nc(SCC(=O)NCCOc3ccccc3)sc2c1", "total_energy_ev": -52296.2033, "relative_energy_kj_mol": 14.98}

=====

{"formula": "C19H19N3O4RuS2Se", "method": "wB97M-V/def2-TZVPD", "elements": ["Ru", "C", "C", "C", "C", "C", "C", "C", "C", "C", "H", "H", "H", "H", "H", "H", "H", "H", "H", "H", "H", "H", "S", "C", "S", "C", "C", "N", "C", "N", "C", "C", "C", "C", "N", "C", "C", "H", "H", "H", "H", "H", "H", "H", "O", "Se", "O", "O", "O"], "positions_angstrom": [[0.316, 0.062, 0.477], [-4.679, -0.694, 0.152], [-3.481, -0.355, 0.997], [-2.778, -1.352, 1.663], [-1.635, -1.067, 2.398], [-0.935, -2.144, 3.178], [-1.194, 0.268, 2.470], [-1.915, 1.291, 1.839], [-1.475, 2.717, 1.995], [-3.048, 0.958, 1.104], [-5.591, -0.701, 0.754], [-4.567, -1.679, -0.302], [-4.810, 0.033, -0.649], [-3.102, -2.384, 1.574], [-1.544, -2.412, 4.046], [0.041, -1.814, 3.526], [-0.801, -3.041, 2.572], [-0.378, 0.520, 3.138], [-1.938, 3.155, 2.882], [-1.768, 3.312, 1.129], [-0.393, 2.770, 2.115], [-3.575, 1.738, 0.567], [-0.561, 1.643, -0.992], [-1.321, 0.362, -1.879], [-0.974, -1.138, -1.132], [-2.152, 0.551, -2.964], [-2.796, -0.554, -3.591], [-3.317, -1.452, -4.092], [-2.416, 1.856, -3.471], [-2.631, 2.912, -3.882], [5.580, -0.341, -3.004], [4.288, -0.229, -2.249], [3.458, -1.328, -2.075], [2.299, -1.205, -1.340], [1.928, -0.046, -0.788], [2.724, 1.019, -0.933], [3.894, 0.963, -1.660], [5.502, -1.065, -3.814], [6.374, -0.674, -2.333], [5.878, 0.621, -3.422], [3.712, -2.290, -2.500], [1.642, -2.043, -1.167], [2.408, 1.918, -0.429], [4.503, 1.853, -1.745], [2.004, -0.213, 4.023], [2.339, -0.100, 2.451], [3.893, -0.164, 2.036], [1.431, -1.269, 1.579], [1.561, 1.232, 1.750]], "forces_ev_per_angstrom": [[0.1205, 0.4556, -0.1245], [-0.0026, -0.0118, 0.0086], [-0.0459, -0.0445, -0.0111], [0.1145, -0.0625, 0.0802], [-0.2010, -0.1030, 0.0538], [-0.0247, 0.0085, 0.0301], [0.1403, -0.1586, -0.0582], [-0.0201, -0.0169, -0.0510], [-0.0147, 0.0507, 0.0043], [-0.0250, 0.1116, -0.0127], [-0.0015, -0.0039, 0.0020], [0.0064, 0.0076, 0.0002], [0.0031, 0.0001, 0.0040], [-0.0108, 0.0014, -0.0080], [-0.0076, -0.0189, -0.0001], [-0.0472, -0.0170, 0.0115], [0.0120, 0.0125, -0.0042], [0.0002, 0.0031, -0.0124], [-0.0037, 0.0017, 0.0146], [-0.0023, -0.0133, 0.0233], [0.0014, 0.0048, 0.0073], [0.0092, 0.0084, 0.0019], [0.0993, 0.0017, -0.0862], [-0.1890, 0.0320, 0.0176], [0.0609, -0.1194, 0.1284], [-0.0198, 0.0165, -0.0605], [0.0500, 0.0257, 0.0180], [-0.0147, 0.0034, 0.0031], [0.0322, -0.0374, 0.0056], [-0.0088, -0.0048, 0.0079], [-0.0116, 0.0079, 0.0032], [0.0293, -0.0155, -0.0201], [0.0182, -0.0343, -0.0161], [-0.0719, -0.0464, 0.0639], [0.1368, -0.0478, 0.0131], [-0.0634, -0.0082, -0.0028], [0.0136, 0.0496, 0.0053], [-0.0017, -0.0011, 0.0007], [-0.0005, 0.0004, 0.0035], [-0.0010, -0.0009, 0.0005], [-0.0096, -0.0029, 0.0030], [0.0123, 0.0093, -0.0140], [-0.0128, 0.0174, -0.0001], [-0.0101, -0.0001, 0.0048], [0.0532, 0.0060, -0.1437], [0.0075, -0.0702, -0.0027], [-0.1758, 0.0027, 0.0462], [0.0126, 0.0774, 0.0147], [0.0643, -0.0766, 0.0467]], "mulliken_spin": [0.8683, 0.0006, -0.0065, 0.0207, -0.0143, 0.0066, -0.0213, -0.0057, 0.0072, 0.0125, -0.0006, -0.0007, 0.0000, 0.0010, 0.0000, -0.0020, 0.0000, 0.0054, -0.0001, -0.0020, 0.0034, 0.0080, 0.0520, -0.0129, -0.0180, 0.0247, 0.0006, 0.0070, -0.0034, 0.0033, -0.0008, 0.0026, -0.0060, 0.0064, 0.0069, 0.0007, -0.0072, 0.0002, 0.0004, 0.0001, 0.0000, 0.0038, 0.0027, 0.0001, -0.0003, -0.0018, -0.0006, 0.0603, -0.0009], "s2": 0.76, "total_charge": -1, "mol_weight_g_mol": 597.5, "orbital_gap_ev": [7.71, 6.60], "lumo_energy_ev": [2.42, 1.37], "multiplicity": 2, "total_energy_ev": -122271.8279, "relative_energy_kj_mol": 0.00}